# 1
The following is a quantum chemistry calculation of a 11-piece molecular cluster, C30H70N22O15 overall in a non-equilibrium geometry, from the OMol25 dataset.

The geometry in XYZ format:
```
137
Properties=species:S:1:pos:R:3:mulliken_charge:R:1
C 1.602 -0.857 3.655 -0.456
O 2.749 -0.948 2.834 -0.456
C 2.432 -0.730 1.475 0.498
C 3.651 -0.258 0.709 -0.638
C 3.260 0.464 -0.593 -0.056
C 3.567 -0.296 -1.881 -0.976
C 3.106 -1.767 -1.896 0.508
C 2.562 -2.190 -3.270 -1.375
C 1.072 -2.594 -3.233 -1.394
C 0.274 -1.424 -2.727 0.762
C -0.224 -1.428 -1.422 -0.674
C -0.922 -0.361 -0.846 0.796
C -1.372 -0.551 0.592 -0.339
C -2.819 -0.148 0.925 -0.740
C -3.003 0.834 2.100 -1.106
N -1.850 1.710 2.332 -0.391
C -1.130 0.806 -1.616 1.205
C -1.812 2.019 -1.030 -1.222
O -1.224 3.238 -1.459 -0.361
O -0.127 3.474 -0.568 -0.328
C -0.659 0.794 -2.933 0.613
C 0.025 -0.289 -3.490 0.757
C 0.421 0.040 -4.885 -0.051
O 0.804 -0.694 -5.737 -0.585
N 0.181 1.431 -5.061 -0.074
C -0.755 1.815 -4.042 -0.824
O -1.493 2.738 -4.176 -0.558
H 1.118 0.117 3.541 0.111
H 1.887 -0.949 4.694 0.219
H 0.879 -1.636 3.397 0.291
H 1.645 0.025 1.395 -0.294
H 2.043 -1.661 1.044 0.253
H 4.170 0.426 1.378 0.488
H 4.330 -1.088 0.521 -0.097
H 3.766 1.428 -0.611 0.516
H 2.194 0.701 -0.554 -0.302
H 4.647 -0.259 -2.023 0.349
H 3.123 0.262 -2.703 0.347
H 2.366 -1.922 -1.117 -0.498
H 3.973 -2.382 -1.667 0.712
H 2.633 -1.316 -3.914 0.398
H 3.162 -2.968 -3.735 0.485
H 0.965 -3.405 -2.522 0.536
H 0.743 -2.903 -4.216 0.472
H -0.044 -2.325 -0.846 0.403
H -0.632 -0.080 1.235 -0.483
H -1.288 -1.618 0.778 0.391
H -3.331 0.215 0.045 0.149
H -3.357 -1.052 1.194 0.636
H -3.841 1.482 1.850 0.466
H -3.302 0.311 3.010 0.379
H -1.088 1.182 2.740 -0.047
H -2.072 2.422 3.016 0.270
H -2.858 2.055 -1.336 0.251
H -1.783 2.018 0.054 0.699
H 0.568 2.906 -0.932 0.340
H 1.020 2.008 -4.979 0.372
N -5.194 0.964 -5.548 -0.281
C -5.556 2.266 -5.760 0.673
N -4.548 3.171 -5.671 -0.311
O -6.713 2.586 -6.005 -0.738
H -4.257 0.681 -5.330 0.133
H -5.918 0.273 -5.597 0.168
H -4.785 4.139 -5.792 0.195
H -3.595 2.926 -5.463 0.190
N 2.793 4.616 -6.770 -0.393
C 3.240 3.374 -6.430 0.584
N 4.259 2.881 -7.188 -0.398
O 2.757 2.740 -5.503 -0.661
H 3.172 5.153 -7.526 0.161
H 2.040 4.999 -6.229 0.218
H 4.601 1.967 -6.958 0.222
H 4.672 3.380 -7.953 0.158
N 1.990 -0.617 8.097 -0.353
C 1.059 0.080 7.377 0.633
N 1.055 1.421 7.598 -0.275
O 0.293 -0.471 6.598 -0.678
H 2.612 -0.182 8.752 0.163
H 2.024 -1.610 7.967 0.219
H 0.377 1.964 7.099 0.196
H 1.666 1.875 8.251 0.187
N 1.215 1.836 12.606 -0.392
C 1.335 2.559 11.456 0.593
N 1.113 3.901 11.577 -0.387
O 1.619 2.039 10.388 -0.631
H 0.980 2.239 13.492 0.165
H 1.367 0.847 12.544 0.215
H 1.193 4.457 10.748 0.210
H 0.877 4.347 12.443 0.168
N -8.398 4.392 -4.374 -0.270
C -8.284 5.701 -4.021 0.646
N -9.470 6.358 -3.800 -0.393
O -7.207 6.263 -3.908 -0.650
H -9.275 3.920 -4.475 0.141
H -7.550 3.879 -4.555 0.144
H -9.416 7.324 -3.541 0.218
H -10.368 5.923 -3.887 0.157
N 2.396 3.187 2.869 -0.147
C 2.225 4.530 3.096 0.507
N 1.366 5.149 2.235 -0.311
O 2.794 5.115 4.000 -0.684
H 1.930 2.687 2.136 0.090
H 3.017 2.694 3.482 0.148
H 1.202 6.129 2.368 0.177
H 0.887 4.676 1.488 0.208
N -1.196 -7.203 -3.223 -0.439
C -1.263 -5.907 -3.649 0.583
N -1.885 -5.720 -4.856 -0.353
O -0.801 -4.982 -3.006 -0.541
H -1.569 -7.977 -3.737 0.146
H -0.748 -7.372 -2.342 0.221
H -1.940 -4.781 -5.200 0.201
H -2.269 -6.465 -5.405 0.167
N 5.350 -3.074 2.227 -0.256
C 5.714 -4.385 2.282 0.577
N 7.007 -4.658 1.939 -0.405
O 4.932 -5.263 2.616 -0.707
H 5.970 -2.336 1.956 0.182
H 4.402 -2.844 2.472 0.087
H 7.298 -5.617 1.972 0.234
H 7.666 -3.957 1.662 0.159
N -5.146 -2.427 -3.337 -0.429
C -4.241 -1.542 -2.814 0.535
N -3.189 -1.224 -3.625 -0.041
O -4.365 -1.067 -1.698 -0.662
H -5.061 -2.833 -4.248 0.135
H -5.927 -2.677 -2.760 0.257
H -2.512 -0.582 -3.249 -0.270
H -3.056 -1.599 -4.545 0.244
N 1.008 -5.164 4.058 -0.247
C 1.315 -6.501 4.107 0.509
N 2.592 -6.805 3.746 -0.263
O 0.499 -7.341 4.449 -0.677
H 1.664 -4.458 3.783 0.152
H 0.079 -4.896 4.319 0.159
H 2.857 -7.771 3.772 0.184
H 3.272 -6.120 3.457 0.275
```

* gap between HOMO and LUMO: 9.1 eV
* charge: 0
* E: -3518.697710 hartree
* SMILES: COCCCCCCCc1cc(CCCN)c(COO)c2c1C(=O)NC2=O.NC(N)=O.NC(N)=O.NC(N)=O.NC(N)=O.NC(N)=O.NC(N)=O.NC(N)=O.NC(N)=O.NC(N)=O.NC(N)=O
* maximum force: 1.2 eV/Å

***

# 2
The following is a quantum chemistry calculation of a 8-piece molecular cluster, C30H70N3O25S9 overall in a non-equilibrium geometry, from the OMol25 dataset.

The geometry in XYZ format:
```
137
Properties=species:S:1:pos:R:3:mulliken_charge:R:1
C -1.556 2.346 3.584 -1.397
C -2.316 1.788 2.364 1.159
C -2.427 2.836 1.280 -0.790
O -3.646 2.720 0.499 -0.370
C -4.737 3.148 1.139 0.416
O -4.906 4.242 1.559 -0.577
C -5.766 2.069 1.257 -0.340
S -7.386 2.874 1.505 0.073
N -8.284 1.376 1.666 -0.118
C -9.051 0.915 2.692 0.012
N -9.493 -0.282 2.407 -0.631
N -8.980 -0.565 1.208 0.333
C -8.233 0.430 0.719 0.005
O -1.603 0.646 1.823 -0.350
C -1.874 -0.504 2.444 0.529
O -2.206 -0.558 3.591 -0.533
C -1.753 -1.798 1.668 -0.719
S -1.422 -1.708 -0.107 -0.168
H -0.571 1.900 3.627 0.242
H -2.088 2.051 4.482 0.359
H -1.503 3.428 3.573 0.404
H -3.294 1.448 2.690 -0.013
H -2.376 3.840 1.681 0.606
H -1.600 2.718 0.587 0.016
H -5.769 1.505 0.330 0.310
H -5.566 1.427 2.109 0.400
H -9.233 1.478 3.588 0.436
H -9.119 -1.446 0.728 0.262
H -7.708 0.450 -0.218 0.489
H -2.683 -2.317 1.869 0.373
H -0.963 -2.358 2.157 0.391
H -0.335 -2.472 -0.252 0.070
O -8.025 -3.538 -1.410 -0.712
S -6.623 -3.538 -1.110 1.197
O -5.999 -2.296 -0.741 -0.493
O -5.831 -4.216 -2.286 -0.257
C -6.044 -3.729 -3.640 -0.386
C -5.328 -2.423 -3.908 -0.837
C -6.275 -4.740 0.124 -0.963
H -7.115 -3.653 -3.829 0.352
H -5.654 -4.517 -4.277 0.285
H -5.755 -1.605 -3.329 0.216
H -5.409 -2.171 -4.965 0.397
H -4.274 -2.499 -3.642 0.197
H -6.730 -5.682 -0.167 0.352
H -6.706 -4.381 1.056 0.367
H -5.197 -4.837 0.220 0.306
O 1.714 3.554 1.035 -0.658
S 1.989 2.231 1.520 1.184
O 1.684 1.901 2.880 -0.634
O 3.497 1.875 1.216 -0.248
C 4.520 2.803 1.660 -0.195
C 4.787 2.711 3.147 -1.007
C 1.238 1.057 0.459 -0.587
H 4.241 3.814 1.361 0.180
H 5.405 2.525 1.094 0.293
H 3.933 3.055 3.729 0.289
H 5.647 3.329 3.404 0.406
H 4.992 1.681 3.437 0.260
H 1.497 1.290 -0.570 0.428
H 0.165 1.120 0.609 -0.058
H 1.586 0.066 0.738 0.386
O 0.988 -2.521 -4.075 -0.678
S 1.005 -3.745 -3.335 1.236
O 1.399 -3.739 -1.955 -0.556
O 1.833 -4.824 -4.131 -0.249
C 3.178 -4.472 -4.555 -0.564
C 4.180 -4.525 -3.423 -0.843
C -0.562 -4.534 -3.464 -0.877
H 3.158 -3.493 -5.035 0.364
H 3.428 -5.203 -5.319 0.297
H 3.981 -3.746 -2.687 0.271
H 5.190 -4.384 -3.803 0.439
H 4.130 -5.484 -2.913 0.231
H -0.853 -4.563 -4.510 0.339
H -1.266 -3.940 -2.885 0.247
H -0.482 -5.536 -3.050 0.344
O 6.398 -6.300 -2.082 -0.665
S 6.519 -6.176 -0.660 1.199
O 7.424 -5.226 -0.092 -0.655
O 6.813 -7.612 -0.052 -0.109
C 7.927 -8.356 -0.595 -0.394
C 9.266 -7.855 -0.094 -1.017
C 4.929 -5.954 0.052 -1.007
H 7.874 -8.340 -1.685 0.335
H 7.758 -9.381 -0.272 0.259
H 9.483 -6.856 -0.469 0.289
H 10.058 -8.526 -0.427 0.392
H 9.273 -7.808 0.994 0.272
H 4.251 -6.697 -0.356 0.216
H 4.598 -4.950 -0.209 0.456
H 5.010 -6.056 1.130 0.394
O 1.845 -8.789 -0.013 -0.705
S 2.155 -8.728 1.383 1.367
O 3.409 -8.196 1.816 -0.559
O 1.941 -10.155 2.030 -0.310
C 2.616 -11.280 1.414 -0.341
C 4.093 -11.328 1.747 -0.824
C 0.861 -7.901 2.239 -1.031
H 2.447 -11.255 0.337 0.315
H 2.107 -12.157 1.807 0.284
H 4.630 -10.494 1.298 0.155
H 4.524 -12.256 1.371 0.390
H 4.245 -11.278 2.825 0.266
H -0.090 -8.327 1.934 0.330
H 0.919 -6.851 1.960 0.367
H 1.019 -8.018 3.308 0.335
O 0.785 9.309 -1.646 -0.521
S 1.905 8.782 -2.372 1.087
O 1.675 8.005 -3.548 -0.617
O 2.819 7.969 -1.366 -0.299
C 2.180 6.958 -0.547 -0.328
C 1.850 5.696 -1.311 -0.623
C 3.047 10.068 -2.733 -0.991
H 1.293 7.386 -0.080 0.246
H 2.898 6.751 0.243 0.266
H 1.077 5.879 -2.058 0.381
H 1.495 4.937 -0.612 0.098
H 2.728 5.317 -1.836 0.269
H 3.235 10.636 -1.826 0.318
H 2.586 10.697 -3.491 0.372
H 3.961 9.622 -3.116 0.359
O -0.400 13.217 2.113 -0.645
S -1.714 13.239 1.547 1.247
O -2.741 12.413 2.103 -0.616
O -1.603 12.971 -0.011 -0.286
C -0.871 11.796 -0.441 -0.321
C -1.651 10.514 -0.265 -0.865
C -2.296 14.895 1.447 -0.936
H 0.086 11.756 0.081 0.324
H -0.661 11.969 -1.494 0.233
H -1.805 10.285 0.789 0.303
H -1.102 9.695 -0.721 0.322
H -2.634 10.596 -0.731 0.281
H -1.524 15.512 0.997 0.313
H -2.501 15.221 2.464 0.370
H -3.207 14.909 0.854 0.315
```

* gap between HOMO and LUMO: 8.1 eV
* charge: +1
* E: -6813.704870 hartree
* maximum force: 2.0 eV/Å